Molecular formula: C4H13N2S2
Method: DFT, the ωB97M-V functional and the def2-TZVPD basis

For the gap between HOMO and LUMO, the calculation gives 8.48 eV. The charge is +1. Its HOMO energy is -11.72 eV. Its LUMO energy is -3.25 eV.

Atoms and positions in Å:
C  0.9222  1.9767  1.3256
N  1.0710  0.3980  -1.9918
C  1.3238  0.7620  -0.7457
N  0.7522  1.7435  -0.1132
H  1.5611  2.8350  1.5076
H  1.2931  1.0887  1.8346
H  -0.0660  2.1099  1.7649
H  0.1644  0.6824  -2.3429
H  1.3026  -0.5552  -2.2224
H  2.0377  0.1887  -0.1671
H  0.1033  2.3542  -0.5904
C  0.3229  -3.0897  -0.0807
S  -0.2251  -1.6522  0.8814
S  -1.5120  -0.8801  -0.5670
C  -2.4298  0.3444  0.4127
H  -0.5445  -3.7009  -0.3391
H  0.8191  -2.7680  -0.9923
H  0.9612  -3.6573  0.5966
H  -1.9033  1.2913  0.5360
H  -3.3500  0.5431  -0.1335
H  -2.6040  -0.0145  1.4267

Here are the natural (NBO) charges for atoms 1 to 6, given in e: number 1, C, carries -0.42; number 2, N, carries -0.72; number 3, C, carries 0.42; number 4, N, carries -0.51; number 5, H, carries 0.23; number 6, H, carries 0.24

=====

Molecular formula: C21H40Cl3CoN4O3SSi
Method: DFT, the ωB97M-V functional and the def2-TZVPD basis

For the gap between HOMO and LUMO (alpha / beta), the calculation gives 6.60 / 6.69 eV. The charge is -1. Its HOMO energy (alpha / beta) is -4.15 / -4.25 eV. Its LUMO energy (alpha / beta) is 2.45 / 2.44 eV. The spin multiplicity is 4. As for the expectation value of S²: 3.759.

Atoms and positions in Å:
C  -1.3877  -2.0844  -2.8493
C  -0.9454  -2.9185  -1.6988
H  -1.1978  -2.5670  -3.8086
H  -0.8930  -1.1063  -2.8257
H  -2.4654  -1.8733  -2.7850
C  -0.4476  -4.1620  -1.8019
C  -0.1327  -4.8693  -3.0771
H  -0.3076  -4.7859  -0.9131
H  -0.1458  -4.1981  -3.9494
H  -0.8400  -5.6952  -3.2691
H  0.8692  -5.3244  -3.0093
Co  -0.4390  0.5221  0.2625
Cl  -2.5497  0.9355  0.3584
Cl  0.9854  1.9744  -0.6279
H  0.8792  4.6235  4.1892
H  -1.3632  5.8015  3.2385
C  1.1462  4.5555  3.1223
C  -0.9452  5.5602  2.2478
N  -0.0554  4.4117  2.3161
H  1.8176  3.7034  2.9672
C  -0.4625  3.1754  1.9505
O  0.1755  2.1509  2.2530
H  -1.7585  5.3262  1.5534
H  -1.3965  3.1508  1.3484
H  1.6397  5.4857  2.8225
H  -0.3833  6.4331  1.8915
H  1.6130  -1.4707  -2.2869
H  2.2637  -3.7508  -1.0091
C  2.5270  -1.0256  -1.8655
C  3.1855  -3.1674  -0.8353
N  2.8911  -1.7560  -0.6725
H  2.3543  0.0318  -1.6330
C  3.0298  -1.1566  0.5504
O  2.8697  0.0404  0.7900
H  3.6770  -3.5179  0.0856
H  3.2736  -1.8974  1.3505
H  3.3305  -1.1216  -2.6089
H  3.8513  -3.3263  -1.6970
O  -0.1148  -1.2412  -0.3389
C  -1.0907  -2.2190  -0.3559
C  0.2702  -3.7004  1.1616
C  -0.9599  -3.1405  0.8447
H  1.1409  -3.3706  0.5835
C  0.3614  -4.6374  2.1908
H  -2.0989  -1.7775  -0.3234
C  -2.0980  -3.4558  1.5801
H  1.3435  -5.0312  2.4427
C  -0.7890  -5.0054  2.8928
C  -2.0185  -4.4017  2.6035
H  -3.0238  -2.9563  1.2963
H  -0.7130  -5.7357  3.6975
H  -2.9060  -4.6604  3.1831
Si  -0.4326  3.6023  -3.0201
Cl  -1.0018  1.5938  -3.2689
C  1.4122  3.9609  -2.8661
C  -1.4128  4.3275  -1.5823
C  -0.9484  4.3234  -4.6968
H  1.9655  3.1933  -2.3044
H  1.5384  4.9036  -2.3125
H  1.8893  4.0589  -3.8514
H  -0.2012  4.0827  -5.4781
H  -1.0381  5.4148  -4.6563
H  -1.9183  3.9166  -5.0296
H  -1.3135  3.7021  -0.6854
H  -2.4827  4.3834  -1.8310
H  -1.0526  5.3331  -1.3173
N  0.0295  0.3522  4.5262
C  -0.6217  -0.3294  3.5866
N  -1.9067  -0.6344  3.7666
S  0.2118  -0.7821  2.1689
H  -0.4861  0.8044  5.2782
H  0.9171  0.7820  4.2644
H  -2.3505  -1.2671  3.1085
H  -2.3636  -0.4961  4.6678

Here are the Mulliken charges for atoms 1 to 6, given in e: number 1, C, carries -1.21; number 2, C, carries 0.15; number 3, H, carries 0.43; number 4, H, carries -0.14; number 5, H, carries 0.29; number 6, C, carries 0.11

=====

Molecular formula: C9H11PS
Method: DFT, the ωB97M-V functional and the def2-TZVPD basis

For the gap between HOMO and LUMO, the calculation gives 8.19 eV. Its HOMO energy is -8.34 eV. Its LUMO energy is -0.15 eV.

Atoms and positions in Å:
C  -3.1641  -0.7940  -1.5525
C  -3.1143  0.3669  -0.7506
C  -2.1199  -1.7088  -1.6206
C  -1.9376  0.6913  -0.0831
C  -0.9660  -1.4366  -0.9141
C  -0.8940  -0.2102  -0.2310
C  3.2047  2.1920  0.2935
C  2.3754  1.2246  -0.0428
C  1.8258  -1.1524  1.5790
P  1.1911  0.4525  1.1429
S  0.9694  1.6653  2.5951
H  -4.0803  -0.9772  -2.0559
H  -4.0100  1.0698  -0.5653
H  -2.1518  -2.7112  -2.0487
H  -1.7654  1.4605  0.5751
H  -0.0355  -1.9916  -0.9461
H  3.6290  2.7539  -0.4296
H  3.4668  2.4023  1.3853
H  2.0329  1.0185  -1.0545
H  1.8197  -1.6124  0.5877
H  2.7760  -1.2413  1.9768
H  0.9480  -1.4620  2.1594

Here are the natural (NBO) charges for atoms 1 to 6, given in e: number 1, C, carries -0.22; number 2, C, carries -0.19; number 3, C, carries -0.20; number 4, C, carries -0.30; number 5, C, carries -0.30; number 6, C, carries -0.03

=====

ΔE to the lowest compared entry with this formula, charge and spin (computed, eV): 0.5549 0.0000 2.8986